--- A ---
ORCA calculation (the ωB97M-V functional and the def2-TZVPD basis) on a 2-piece molecular cluster, C5H13NOS overall.

```
21
C5H13NOS | the Open Molecules 2025 dataset | the ωB97M-V functional and the def2-TZVPD basis
C -1.804 1.132 2.461
C -2.176 1.174 0.046
C 3.103 -0.632 -1.937
C 0.752 -1.917 -0.687
C -1.177 0.998 1.169
N -0.037 0.585 0.851
O 0.630 0.196 -2.442
S 1.359 -0.245 -1.240
H -1.891 2.199 2.619
H -2.767 0.796 2.439
H -1.355 0.758 3.285
H -2.590 0.174 -0.241
H -1.724 1.429 -0.905
H -2.960 1.713 0.483
H 3.053 -1.450 -2.677
H 3.483 0.278 -2.110
H 3.546 -1.093 -1.001
H -0.308 -1.625 -0.582
H 0.926 -2.892 -1.312
H 1.276 -1.958 0.153
H 0.664 0.380 1.629
```

## Properties
* Kohn-Sham gap: 8.68 eV
* charge: 0

=====

--- B ---
ORCA calculation (the ωB97M-V functional and the def2-TZVPD basis) on an isolated molecule of C5H13NOS.

```
21
C5H13NOS | the Open Molecules 2025 dataset | the ωB97M-V functional and the def2-TZVPD basis
C -1.500 -1.211 -0.493
C -1.624 0.137 1.486
C -0.847 1.175 -0.731
C 3.018 0.420 -0.862
C -0.956 -0.021 0.153
N 2.000 -0.569 -0.640
O 1.523 0.289 1.766
S 1.074 -0.504 0.582
H -0.747 -2.076 -0.276
H -2.460 -1.430 0.080
H -1.606 -1.124 -1.636
H -1.442 -0.587 2.298
H -2.742 0.015 1.346
H -1.589 1.105 2.012
H -1.799 1.089 -1.354
H -0.758 2.098 -0.296
H -0.029 1.040 -1.364
H 2.922 1.193 -0.021
H 2.746 0.955 -1.861
H 3.970 -0.035 -1.009
H 0.848 -1.955 0.818
```

## Properties
* Kohn-Sham gap: 8.98 eV
* charge: 0
* SMILES string: CN=[S@@H](=O)C(C)(C)C

=====

Stability, highest: A

=====

--- A ---
ORCA calculation (the ωB97M-V functional and the def2-TZVPD basis) on an isolated molecule of C5H13NOS.

```
21
C5H13NOS | the Open Molecules 2025 dataset | the ωB97M-V functional and the def2-TZVPD basis
C 0.239 2.451 0.277
O 0.804 3.269 -0.742
C -0.330 1.087 -0.298
C -0.096 -0.074 0.645
C -0.707 -1.320 -0.044
S -0.257 -2.933 0.826
C 1.452 -3.228 0.316
N -1.791 1.397 -0.288
H -0.487 3.113 0.751
H 1.037 2.154 0.968
H 0.848 2.856 -1.608
H 0.010 0.974 -1.325
H -0.625 0.023 1.599
H 0.979 -0.123 0.818
H -1.791 -1.263 -0.094
H -0.291 -1.380 -1.058
H 1.572 -4.312 0.425
H 2.119 -2.632 0.946
H 1.731 -3.036 -0.721
H -2.036 2.289 -0.690
H -2.383 0.687 -0.703
```

## Properties
* Kohn-Sham gap: 9.44 eV
* charge: 0
* SMILES string: CSCC[C@@H](N)CO

=====

--- B ---
ORCA calculation (the ωB97M-V functional and the def2-TZVPD basis) on an isolated molecule of C5H13NOS.

```
21
C5H13NOS | the Open Molecules 2025 dataset | the ωB97M-V functional and the def2-TZVPD basis
C 1.237 -1.734 -0.807
O 1.791 -0.947 -1.834
C -0.140 -1.160 -0.488
C -0.074 0.321 -0.176
C -1.289 1.086 0.234
S -1.129 2.614 1.147
C -0.097 2.128 2.585
N -1.035 -1.312 -1.669
H 1.901 -1.846 0.077
H 1.036 -2.742 -1.255
H 2.749 -0.960 -1.817
H -0.569 -1.806 0.297
H 0.285 0.819 -1.093
H 0.696 0.556 0.624
H -1.813 1.420 -0.687
H -2.166 0.556 0.668
H -0.242 2.933 3.321
H 0.963 2.233 2.274
H -0.304 1.118 2.917
H -0.640 -0.967 -2.533
H -1.162 -2.310 -1.785
```

## Properties
* Kohn-Sham gap: 8.97 eV
* charge: 0
* SMILES string: CSCC[C@@H](N)CO

=====

Stability, highest: B

=====

--- A ---
ORCA calculation (the ωB97M-V functional and the def2-TZVPD basis) on an isolated molecule of C4H4O2.

```
10
C4H4O2 | the Open Molecules 2025 dataset | the ωB97M-V functional and the def2-TZVPD basis
O 0.308 1.256 1.162
C -0.271 1.299 -0.118
C -0.971 -0.006 -0.475
O -2.080 -0.076 -0.949
C -0.141 -1.190 -0.219
C 0.635 -2.091 -0.017
H 0.898 0.489 1.200
H 0.474 1.502 -0.906
H -1.012 2.100 -0.126
H 1.300 -2.913 0.142
```

## Properties
* Kohn-Sham gap: 10.28 eV
* charge: 0
* SMILES string: C#CC(=O)CO

=====

--- B ---
ORCA calculation (the ωB97M-V functional and the def2-TZVPD basis) on C4H4O2 as an isolated structure.

```
10
C4H4O2 | the Open Molecules 2025 dataset | the ωB97M-V functional and the def2-TZVPD basis
O 0.523 -0.108 2.257
C 0.211 0.017 1.094
C 0.780 0.714 -0.055
C -0.024 -0.060 -1.043
O 0.029 -1.500 -0.755
C -0.813 -0.691 0.011
H 1.784 1.150 -0.213
H -0.367 1.193 0.725
H -0.245 0.192 -2.073
H -1.878 -0.906 0.052
```

## Properties
* Kohn-Sham gap: 9.30 eV
* charge: 0

=====

Stability, highest: A

=====

--- A ---
ORCA calculation (the ωB97M-V functional and the def2-TZVPD basis) on an isolated molecule of C4H4O2.

```
10
C4H4O2 | the Open Molecules 2025 dataset | the ωB97M-V functional and the def2-TZVPD basis
O 1.830 -1.460 1.144
C 1.042 -0.693 0.675
C 0.860 0.595 0.041
C -1.464 0.131 -0.164
O -2.042 0.317 -1.206
C -0.173 -0.611 -0.169
H 1.435 1.030 -0.768
H 0.389 1.321 0.710
H -1.764 0.641 0.772
H -0.113 -1.271 -1.035
```

## Properties
* Kohn-Sham gap: 10.39 eV
* charge: 0
* SMILES string: O=C[C@H]1CC1=O

=====

--- B ---
ORCA calculation (the ωB97M-V functional and the def2-TZVPD basis) on an isolated molecule of C4H4O2.

```
10
C4H4O2 | the Open Molecules 2025 dataset | the ωB97M-V functional and the def2-TZVPD basis
O -0.890 2.051 0.920
C -0.091 1.012 1.284
C -0.195 -1.491 -0.987
O -0.277 -1.928 -2.108
C 0.566 0.254 0.438
C 0.883 -0.574 -0.530
H -0.965 2.047 -0.046
H -0.033 0.894 2.361
H -0.966 -1.697 -0.217
H 1.814 -0.545 -1.092
```

## Properties
* Kohn-Sham gap: 9.61 eV
* charge: 0
* SMILES string: O=CC=C=CO

=====

--- C ---
ORCA calculation (the ωB97M-V functional and the def2-TZVPD basis) on a 2-piece molecular cluster, C4H4O2 overall.

```
10
C4H4O2 | the Open Molecules 2025 dataset | the ωB97M-V functional and the def2-TZVPD basis
O -2.403 -0.015 0.012
C -1.380 -0.608 0.052
O -0.165 0.069 0.213
C 0.295 1.971 -0.174
C 0.932 -0.668 0.136
C 1.906 -1.357 0.050
H -1.202 -1.689 -0.017
H -0.478 1.983 -0.972
H -0.281 2.283 0.720
H 2.776 -1.969 -0.020
```

## Properties
* Kohn-Sham gap: 9.30 eV
* charge: 0

=====

Stability, highest: B

=====

--- A ---
ORCA calculation (the ωB97M-V functional and the def2-TZVPD basis) on an isolated molecule of C4H4O2.

```
10
C4H4O2 | the Open Molecules 2025 dataset | the ωB97M-V functional and the def2-TZVPD basis
C 0.322 0.616 2.053
C 0.612 0.416 0.797
C -0.765 0.519 -0.311
C -0.495 -0.594 -1.299
O -0.075 0.596 3.164
O 0.428 1.299 -0.224
H 1.357 -0.386 0.654
H 0.434 -1.108 -1.465
H -0.630 0.098 -2.305
H -1.189 -1.456 -1.064
```

## Properties
* Kohn-Sham gap: 8.17 eV
* charge: 0

=====

--- B ---
ORCA calculation (the ωB97M-V functional and the def2-TZVPD basis) on an isolated molecule of C4H4O2.

```
10
C4H4O2 | the Open Molecules 2025 dataset | the ωB97M-V functional and the def2-TZVPD basis
C -1.714 0.253 0.017
O -0.792 0.879 -0.922
C 0.424 0.857 -0.535
O 1.375 -1.356 0.950
C 1.567 0.703 -0.116
C 2.027 -0.646 0.214
H -2.676 0.295 -0.488
H -1.417 -0.782 0.210
H -1.728 0.818 0.952
H 2.935 -1.021 -0.282
```

## Properties
* Kohn-Sham gap: 10.52 eV
* charge: 0
* SMILES string: COC#CC=O

=====

--- C ---
ORCA calculation (the ωB97M-V functional and the def2-TZVPD basis) on C4H4O2 as an isolated structure.

```
10
C4H4O2 | the Open Molecules 2025 dataset | the ωB97M-V functional and the def2-TZVPD basis
O -0.153 2.444 -0.634
C -0.195 1.583 0.203
C -0.609 -0.845 0.103
C 0.249 -1.390 -0.753
O 1.195 -0.386 -0.814
C 0.434 0.235 0.258
H -1.579 -1.055 0.524
H -0.830 1.659 1.117
H 0.441 -2.367 -1.164
H 1.046 0.122 1.160
```

## Properties
* Kohn-Sham gap: 10.33 eV
* charge: 0

=====

Stability, highest: C

=====

--- A ---
ORCA calculation (the ωB97M-V functional and the def2-TZVPD basis) on an isolated molecule of C4H4O2.

```
10
C4H4O2 | the Open Molecules 2025 dataset | the ωB97M-V functional and the def2-TZVPD basis
O -2.315 -0.204 0.999
C -1.270 0.432 0.314
C -0.020 -0.308 0.386
C 1.090 -0.726 0.145
C 2.204 -0.202 -0.634
O 1.949 0.607 -1.497
H -2.291 -1.122 0.697
H -1.105 1.431 0.736
H -1.474 0.579 -0.762
H 3.231 -0.486 -0.384
```

## Properties
* Kohn-Sham gap: 10.36 eV
* charge: 0
* SMILES string: O=CC#CCO

=====

--- B ---
ORCA calculation (the ωB97M-V functional and the def2-TZVPD basis) on an isolated molecule of C4H4O2.

```
10
C4H4O2 | the Open Molecules 2025 dataset | the ωB97M-V functional and the def2-TZVPD basis
C 0.238 -0.964 -0.895
C -1.016 -0.652 -0.541
C -0.216 0.938 0.897
C 1.028 0.683 0.521
H 0.540 -1.706 -1.616
H -1.908 -1.248 -0.854
H -0.487 1.669 1.612
H 1.852 1.188 0.961
O 1.317 -0.238 -0.428
O -1.347 0.329 0.343
```

## Properties
* Kohn-Sham gap: 8.75 eV
* charge: 0
* SMILES string: C1=COC=CO1

=====

--- C ---
ORCA calculation (the ωB97M-V functional and the def2-TZVPD basis) on an isolated molecule of C4H4O2.

```
10
C4H4O2 | the Open Molecules 2025 dataset | the ωB97M-V functional and the def2-TZVPD basis
O 0.248 1.501 0.334
C 0.847 0.790 1.252
C -0.609 0.753 -0.587
C -0.150 -0.664 -0.417
O 1.252 -0.823 -0.424
C 0.594 -0.656 0.846
H -1.620 0.853 -0.186
H -0.549 1.213 -1.572
H -0.731 -1.505 -0.785
H 0.638 -1.480 1.550
```

## Properties
* Kohn-Sham gap: 9.29 eV
* charge: 0

=====

--- D ---
ORCA calculation (the ωB97M-V functional and the def2-TZVPD basis) on an isolated molecule of C4H4O2.

```
10
C4H4O2 | the Open Molecules 2025 dataset | the ωB97M-V functional and the def2-TZVPD basis
C -0.873 -1.023 -0.034
C -1.358 0.235 0.131
C 0.867 0.981 -0.010
C 1.422 -0.278 -0.007
H -1.769 -1.643 -0.228
H -2.379 0.476 -0.048
H 1.639 1.801 -0.210
H 2.427 -0.559 0.319
O 0.467 -1.305 0.051
O -0.444 1.315 0.036
```

## Properties
* Kohn-Sham gap: 8.66 eV
* charge: 0
* SMILES string: C1=COC=CO1

=====

Stability, highest: B

=====

--- A ---
ORCA calculation (the ωB97M-V functional and the def2-TZVPD basis) on an isolated molecule of C4H4O2.

```
10
C4H4O2 | the Open Molecules 2025 dataset | the ωB97M-V functional and the def2-TZVPD basis
O -1.449 1.305 0.506
C -0.438 0.477 0.996
C -0.488 -0.997 0.809
O 0.698 0.505 -2.071
C 0.379 -0.351 0.071
C 1.039 -0.305 -1.237
H -1.399 1.287 -0.461
H -0.003 0.911 1.897
H -1.058 -1.910 0.906
H 1.826 -1.054 -1.441
```

## Properties
* Kohn-Sham gap: 9.96 eV
* charge: 0
* SMILES string: O=CC1=C[C@@H]1O

=====

--- B ---
ORCA calculation (the ωB97M-V functional and the def2-TZVPD basis) on an isolated molecule of C4H4O2.

```
10
C4H4O2 | the Open Molecules 2025 dataset | the ωB97M-V functional and the def2-TZVPD basis
C 1.503 0.963 0.112
C 0.580 -0.967 -0.281
C -1.819 -0.185 0.195
O 1.773 -0.267 -0.168
C -0.498 -0.137 -0.002
O 0.255 1.230 0.261
H 2.283 1.707 0.133
H 0.640 -1.911 -0.783
H -2.295 -1.139 0.342
H -2.423 0.707 0.191
```

## Properties
* Kohn-Sham gap (spin up / spin down): 7.19 / 7.19 eV
* charge: 0

=====

--- C ---
ORCA calculation (the ωB97M-V functional and the def2-TZVPD basis) on an isolated molecule of C4H4O2.

```
10
C4H4O2 | the Open Molecules 2025 dataset | the ωB97M-V functional and the def2-TZVPD basis
O -0.478 1.662 0.115
C -0.160 0.324 0.345
C -1.272 -0.586 -0.139
O -2.306 -0.127 -0.566
C 1.151 -0.068 -0.140
C 2.273 -0.438 -0.349
H -1.368 1.658 -0.281
H -0.008 0.036 1.395
H -1.102 -1.670 -0.012
H 3.270 -0.792 -0.368
```

## Properties
* Kohn-Sham gap: 10.90 eV
* charge: 0
* SMILES string: C#C[C@@H](O)C=O

=====

--- D ---
ORCA calculation (the ωB97M-V functional and the def2-TZVPD basis) on an isolated molecule of C4H4O2.

```
10
C4H4O2 | the Open Molecules 2025 dataset | the ωB97M-V functional and the def2-TZVPD basis
O -2.468 0.281 -0.648
C -1.834 -0.423 0.091
O -0.695 -0.106 0.727
C 0.184 0.839 0.093
C 1.435 0.106 -0.129
C 2.318 -0.712 -0.179
H -2.101 -1.455 0.346
H -0.273 1.190 -0.837
H 0.311 1.690 0.766
H 3.123 -1.410 -0.231
```

## Properties
* Kohn-Sham gap: 11.44 eV
* charge: 0
* SMILES string: C#CCOC=O

=====

Stability, highest: D

=====

--- A ---
ORCA calculation (the ωB97M-V functional and the def2-TZVPD basis) on an isolated molecule of C4H4O2.

```
10
C4H4O2 | the Open Molecules 2025 dataset | the ωB97M-V functional and the def2-TZVPD basis
O 1.995 -0.514 -0.502
C 0.856 -0.968 0.194
C -0.345 -0.237 -0.420
O -0.394 -0.118 -1.628
C -1.259 0.603 0.333
C -1.861 1.568 0.732
H 1.677 0.082 -1.193
H 0.958 -0.749 1.263
H 0.771 -2.061 0.080
H -2.397 2.394 1.141
```

## Properties
* Kohn-Sham gap: 10.40 eV
* charge: 0
* SMILES string: C#CC(=O)CO

=====

--- B ---
ORCA calculation (the ωB97M-V functional and the def2-TZVPD basis) on C4H4O2 as an isolated structure.

```
10
C4H4O2 | the Open Molecules 2025 dataset | the ωB97M-V functional and the def2-TZVPD basis
O 2.416 -0.280 -0.230
C 1.229 -0.264 -0.075
C 0.273 0.598 0.780
C -0.821 -0.225 0.127
O -0.791 0.217 -1.258
C 0.093 -1.219 -0.567
H 0.251 1.685 0.664
H 0.407 0.337 1.836
H -1.818 -0.394 0.529
H -1.239 -0.455 -1.806
```

## Properties
* Kohn-Sham gap: 8.64 eV
* charge: 0

=====

--- C ---
ORCA calculation (the ωB97M-V functional and the def2-TZVPD basis) on C4H4O2 as an isolated structure.

```
10
C4H4O2 | the Open Molecules 2025 dataset | the ωB97M-V functional and the def2-TZVPD basis
C -1.721 0.192 -0.051
O -0.649 0.651 -0.916
C 0.520 0.845 -0.478
O 1.005 -1.103 0.659
C 1.758 0.940 -0.283
C 1.866 -0.512 0.018
H -2.609 0.295 -0.671
H -1.544 -0.852 0.211
H -1.789 0.809 0.844
H 2.700 -1.077 -0.427
```

## Properties
* Kohn-Sham gap: 10.26 eV
* charge: 0

=====

--- D ---
ORCA calculation (the ωB97M-V functional and the def2-TZVPD basis) on C4H4O2 as an isolated structure.

```
10
C4H4O2 | the Open Molecules 2025 dataset | the ωB97M-V functional and the def2-TZVPD basis
O -2.047 -1.034 1.369
C -1.264 -0.402 0.716
O -1.221 0.688 0.107
C 0.322 1.140 -0.747
C 1.239 0.119 -0.553
C 1.143 -0.970 0.076
H -0.118 -0.982 0.577
H -0.127 1.253 -1.730
H 0.468 2.076 -0.214
H 1.605 -1.889 0.401
```

## Properties
* Kohn-Sham gap: 9.03 eV
* charge: 0

=====

Stability, highest: A